# 1
{
  "formula": "C23H31N3",
  "method": "ωB97M-V with the def2-TZVPD basis set",
  "symbols": ["C", "C", "C", "C", "C", "C", "N", "C", "C", "C", "N", "C", "C", "N", "C", "C", "C", "C", "C", "C", "C", "C", "C", "C", "C", "C", "H", "H", "H", "H", "H", "H", "H", "H", "H", "H", "H", "H", "H", "H", "H", "H", "H", "H", "H", "H", "H", "H", "H", "H", "H", "H", "H", "H", "H", "H", "H"],
  "positions_angstrom": [[6.757392, -1.502771, 0.625394], [6.487049, -1.394263, -0.728056], [5.755290, -0.321249, -1.204860], [5.285248, 0.658506, -0.338696], [4.448362, 1.791337, -0.851769], [2.961527, 1.388066, -0.922736], [2.442537, 1.142817, 0.410885], [2.234150, -0.251651, 0.738746], [0.960249, -0.839533, 0.114961], [-0.254519, -0.004093, 0.547681], [-1.541685, -0.470580, 0.061435], [-1.662197, -0.731859, -1.356092], [-3.147379, -0.594478, -1.738521], [-3.994824, -1.114153, -0.682952], [-5.021220, -0.343730, -0.174205], [-5.760292, 0.478556, -1.035274], [-6.823209, 1.225514, -0.570485], [-7.197238, 1.170284, 0.761619], [-6.485894, 0.351506, 1.620773], [-5.413405, -0.391839, 1.167463], [-3.332926, -2.121727, 0.103273], [-2.111756, -1.552100, 0.845048], [-0.015159, 1.456579, 0.155289], [1.296316, 1.941025, 0.789184], [5.562152, 0.540355, 1.017411], [6.292583, -0.532174, 1.496771], [7.329114, -2.339918, 0.998598], [6.847909, -2.147504, -1.413873], [5.547564, -0.240989, -2.263263], [4.538283, 2.651780, -0.188205], [4.778332, 2.080008, -1.851943], [2.407875, 2.202105, -1.399701], [2.868695, 0.501928, -1.561603], [3.111030, -0.819040, 0.420743], [2.163826, -0.324915, 1.829381], [1.046914, -0.825443, -0.973722], [0.845066, -1.877695, 0.432441], [-0.320044, -0.042731, 1.643027], [-1.284342, -1.731627, -1.632200], [-1.088250, 0.006609, -1.915120], [-3.373088, 0.463207, -1.883210], [-3.336700, -1.128291, -2.680917], [-5.512788, 0.514687, -2.085316], [-7.373200, 1.849997, -1.260315], [-8.031206, 1.752821, 1.122569], [-6.761703, 0.296308, 2.664564], [-4.872952, -1.000159, 1.875409], [-4.035523, -2.575901, 0.801041], [-3.007825, -2.907232, -0.589072], [-1.392026, -2.369004, 1.031023], [-2.409369, -1.134594, 1.812302], [0.055636, 1.549612, -0.929905], [-0.851314, 2.067914, 0.494888], [1.489446, 2.981486, 0.518360], [1.206445, 1.888338, 1.879480], [5.192081, 1.292082, 1.698287], [6.500981, -0.612174, 2.553987]],
  "forces_ev_per_angstrom": [[0.0451, -0.1000, 0.0471], [0.0197, -0.1056, -0.0605], [-0.0188, 0.0248, 0.0120], [0.0911, 0.1348, -0.0027], [-0.3090, -0.1571, -0.1681], [0.3474, 0.2402, 0.0637], [0.0661, 0.0408, 0.0655], [-0.0279, -0.2804, -0.1209], [-0.0668, 0.1561, 0.3425], [0.1110, 0.1811, -0.2941], [-0.1249, -0.0012, -0.0051], [-0.1267, -0.0209, 0.0134], [0.1082, -0.0417, -0.3029], [0.1182, -0.0957, 0.0054], [-0.2959, 0.0390, 0.0026], [0.0935, 0.0475, -0.0637], [-0.0050, 0.0565, 0.0341], [-0.1327, 0.0759, 0.0878], [-0.1013, 0.0765, 0.0021], [0.1555, -0.1262, 0.0206], [0.1187, -0.0311, 0.1233], [-0.0801, -0.0152, 0.1061], [0.1914, -0.1223, 0.3868], [-0.2072, 0.1178, -0.1762], [0.0211, 0.0272, -0.0238], [0.0313, -0.0512, 0.0935], [0.0456, -0.0568, 0.0292], [0.0323, -0.0489, -0.0484], [-0.0169, 0.0241, -0.1102], [-0.0089, 0.0608, -0.0470], [0.0732, 0.0571, -0.0147], [-0.0630, -0.0747, -0.0272], [-0.0694, 0.0408, -0.0468], [-0.0206, -0.0172, 0.1059], [0.0421, -0.0996, 0.0178], [-0.0186, -0.0371, -0.0802], [0.0058, -0.0790, -0.0520], [0.0216, 0.0123, -0.0081], [0.0396, 0.0899, -0.0449], [0.0199, -0.0656, -0.0506], [0.0207, -0.0680, -0.0019], [0.0502, 0.1370, -0.0258], [0.0243, -0.0299, -0.0852], [-0.0333, 0.0326, -0.0577], [-0.0656, 0.0417, 0.0298], [-0.0055, -0.0096, 0.0694], [0.0880, -0.0664, 0.0443], [0.0583, -0.0509, -0.0618], [-0.0417, 0.0006, 0.1263], [-0.0560, 0.0154, 0.0023], [0.0353, -0.1052, 0.0275], [-0.0259, 0.0198, -0.1067], [-0.0715, 0.0193, -0.0229], [-0.0073, 0.0045, 0.0935], [-0.0468, 0.0925, 0.0128], [-0.0435, 0.0934, 0.0624], [0.0158, -0.0022, 0.0823]],
  "spin_multiplicity": 1,
  "gap_ev": 8.253,
  "smiles": "c1ccc(CCN2CCC(N3CCN(c4ccccc4)CC3)CC2)cc1",
  "largest_force_ev_per_a": 0.449,
  "charge": 0,
  "e_above_lowest_ev": 1.098
}

***

# 2
{
  "formula": "C23H31N3O6S",
  "method": "ωB97M-V with the def2-TZVPD basis set",
  "symbols": ["C", "C", "N", "C", "C", "S", "O", "O", "C", "C", "C", "N", "C", "O", "C", "C", "O", "C", "O", "C", "N", "C", "C", "C", "C", "C", "O", "C", "C", "C", "C", "C", "C", "H", "H", "H", "H", "H", "H", "H", "H", "H", "H", "H", "H", "H", "H", "H", "H", "H", "H", "H", "H", "H", "H", "H", "H", "H", "H", "H", "H", "H", "H", "H"],
  "positions_angstrom": [[-6.126713, -3.111578, -1.353994], [-6.282138, -1.852740, -0.505315], [-5.127826, -0.978827, -0.552591], [-4.879770, -0.222124, -1.762313], [-5.265828, 1.244705, -1.585618], [-3.746804, -1.529464, 0.208036], [-2.793732, -2.049129, -0.738561], [-4.144275, -2.387134, 1.286281], [-3.077508, 0.008804, 0.844786], [-1.844483, 0.396144, 0.364985], [-1.270895, 1.593811, 0.784306], [-0.017771, 1.936361, 0.273341], [0.689400, 3.083061, 0.447722], [0.323614, 4.050893, 1.071219], [2.026936, 3.050249, -0.296162], [1.812712, 3.421227, -1.763908], [2.587128, 1.740920, -0.165464], [3.944778, 1.658448, -0.294178], [4.625987, 2.613248, -0.583375], [4.409646, 0.315686, -0.030724], [3.548410, -0.687939, 0.357628], [4.223638, -1.826501, 0.557873], [3.557213, -3.074823, 0.987526], [5.579139, -1.582623, 0.292707], [6.587410, -2.635506, 0.429159], [8.028718, -2.277152, 0.166946], [6.276178, -3.766276, 0.750307], [5.692550, -0.215088, -0.081846], [6.898214, 0.562378, -0.469995], [-1.966604, 2.387793, 1.692783], [-3.196669, 1.974293, 2.169582], [-3.782472, 0.778928, 1.761728], [-5.115466, 0.345955, 2.273034], [-5.244814, -3.655899, -1.025637], [-6.010213, -2.865392, -2.407231], [-7.000932, -3.747352, -1.240132], [-7.156589, -1.274531, -0.818201], [-6.401320, -2.137401, 0.541313], [-3.815084, -0.305309, -1.994135], [-5.439314, -0.652351, -2.597605], [-4.680241, 1.700853, -0.791605], [-5.086416, 1.787994, -2.509696], [-6.319736, 1.328877, -1.332278], [-1.347327, -0.254726, -0.338673], [0.420640, 1.227938, -0.300378], [2.706674, 3.775867, 0.165486], [2.773612, 3.460158, -2.271127], [1.341030, 4.397946, -1.822423], [1.178291, 2.686414, -2.256198], [2.558712, -0.557483, 0.493337], [3.736852, -3.863367, 0.258604], [2.486528, -2.923030, 1.107147], [3.985978, -3.422120, 1.926221], [8.152312, -1.935258, -0.856949], [8.644820, -3.158454, 0.328304], [8.348847, -1.485842, 0.839180], [7.380558, 0.123688, -1.341465], [7.622256, 0.587844, 0.342090], [6.606633, 1.581236, -0.706017], [-1.537836, 3.320540, 2.019455], [-3.717977, 2.598447, 2.880005], [-5.397267, 0.922352, 3.150571], [-5.871921, 0.484572, 1.501685], [-5.089496, -0.712196, 2.520441]],
  "forces_ev_per_angstrom": [[-0.0447, 0.2342, 0.1131], [-0.2000, -0.5330, 0.1897], [0.9537, -0.3754, 0.6270], [0.1599, 0.6676, -0.2841], [0.0450, -0.2811, -0.1112], [-0.0512, 0.3579, -0.2020], [-0.0453, 0.1965, -0.0046], [-0.2294, 0.0418, 0.0549], [-0.0472, -0.3773, -0.2327], [0.1979, 0.1001, -0.0645], [-0.4974, -0.0503, 0.1948], [0.0726, -0.4011, -0.2418], [0.5356, -0.2932, -0.1562], [-0.0657, 0.2527, 0.0698], [0.0638, 0.7464, -0.1516], [0.2087, -0.1638, 0.2498], [-0.0129, -0.2159, -0.0079], [0.1193, 0.2959, -0.1008], [-0.1790, -0.1015, 0.0522], [0.5576, -0.1390, -0.0505], [-0.1098, -0.0712, 0.0397], [0.2616, -0.0804, -0.0339], [-0.0698, -0.1347, 0.0458], [-0.6312, 0.0621, 0.0731], [0.2462, 0.1123, -0.0586], [0.0274, -0.3280, 0.0811], [0.0110, -0.1033, 0.0231], [-0.5164, 0.2156, 0.0175], [0.0546, 0.1664, -0.0557], [0.1687, 0.1065, -0.0327], [-0.0635, -0.3250, -0.1565], [-0.0958, 0.1205, 0.1622], [-0.1359, 0.0534, 0.1619], [0.0219, -0.1490, -0.0232], [0.0090, -0.0319, -0.1074], [-0.0699, -0.0986, -0.0308], [0.0916, 0.0458, 0.0959], [-0.2517, 0.0314, -0.0828], [-0.1403, 0.0491, -0.2497], [0.1160, -0.1119, 0.0613], [0.0509, 0.0646, 0.0745], [-0.0093, 0.1269, -0.0924], [-0.1312, 0.0630, 0.0284], [0.1306, -0.0205, -0.1255], [-0.0129, 0.1627, 0.1274], [-0.2747, -0.1785, 0.0073], [0.0159, 0.0181, -0.0289], [-0.0674, 0.0928, -0.0215], [-0.0764, -0.0362, -0.0510], [0.0895, -0.0674, 0.0190], [-0.0430, -0.0329, 0.0289], [-0.0940, 0.0016, 0.0159], [-0.0436, -0.0436, 0.0059], [0.0438, 0.1035, -0.0861], [-0.0246, -0.0106, 0.0037], [0.0550, 0.1287, 0.0109], [0.0838, -0.0024, -0.0327], [0.0941, 0.0157, 0.0072], [0.1126, -0.0050, -0.0152], [0.0035, 0.0223, 0.0074], [-0.0691, 0.0422, 0.0787], [-0.0303, 0.0262, 0.0466], [-0.1205, 0.0099, -0.0072], [-0.1478, 0.0282, 0.1250]],
  "spin_multiplicity": 1,
  "gap_ev": 9.058,
  "smiles": "CCN(CC)S(=O)(=O)c1cc(NC(=O)[C@H](C)OC(=O)c2[nH]c(C)c(C(C)=O)c2C)ccc1C",
  "largest_force_ev_per_a": 1.202,
  "charge": 0,
  "e_above_lowest_ev": 0.118
}